[1]
Formula: C6H9N4O5
Source: OMol25
Level of theory: ωB97M-V/def2-TZVPD

Geometry as XYZ:
```
24
C6H9N4O5 | OMol25 | ωB97M-V/def2-TZVPD
C -1.83360 -0.89236 1.87467
N -1.14936 -0.94149 0.61858
C -1.57540 -0.44194 -0.46267
N -2.84931 -0.08951 -0.77692
O -0.64047 -0.38877 -1.42211
C 0.42634 -1.02149 -0.97782
O 0.54247 -2.34218 -1.20373
C 1.45739 -0.35715 -0.39113
C 1.56959 1.01331 -0.05695
C 0.91935 1.99905 -0.77612
O 1.07525 3.26755 -0.32618
N 2.55188 1.12587 0.91490
O 3.12705 -0.11978 1.00085
N 2.49693 -1.01383 0.21650
O 2.86009 -2.13425 0.29200
H -2.23294 0.16031 1.96558
H -2.81472 -1.41949 1.87334
H -1.09645 -0.82686 2.69664
H -3.38166 -0.37941 0.04031
H -3.30257 0.00241 -1.73931
H -0.23003 -2.64914 -1.87350
H 0.19749 1.66224 -1.62146
H 0.67825 3.88380 -0.83709
H 3.20445 1.90314 0.97164
```

Summary:
Spin multiplicity: 1
E in Ha: -828.72887
HOMO-LUMO gap in Ha: 0.22545
Energy relative to the best compared isomer or geometry (same formula, charge and spin) in kcal/mol: 210.4
Charge: +1
SMILES string: C/N=C(\N)O/C(O)=c1\c(=C\O)[nH]o[n+]1=O
HOMO in eV: -11.42
LUMO in eV: -5.29
Max |F| in eV/A: 4.52

---

[2]
Formula: C6H9N5O
Source: OMol25
Level of theory: ωB97M-V/def2-TZVPD

Geometry as XYZ:
```
21
C6H9N5O | OMol25 | ωB97M-V/def2-TZVPD
O 0.55397 -3.45018 0.12615
C 0.72335 -2.40725 0.71108
C -0.35069 -1.42204 1.16166
C 0.46608 -0.18743 1.56009
N 1.78259 -0.67587 1.99913
C 2.07155 -1.81855 1.13788
H -0.87870 -1.85186 2.02234
H -1.09011 -1.25988 0.37208
H 0.60313 0.46133 0.68942
H 0.00855 0.41544 2.35203
H 1.69160 -0.99906 2.95269
H 2.70286 -2.57102 1.63873
H 2.60463 -1.49253 0.23515
C -1.75941 2.12235 -2.96413
C -2.16104 2.16957 -1.63629
N -1.25734 2.21190 -0.67545
N 0.02634 2.20659 -1.02203
N 0.40176 2.15975 -2.26612
N -0.47217 2.11850 -3.26375
H -2.45930 2.08927 -3.80342
H -3.20767 2.18100 -1.32723
```

Summary:
Spin multiplicity: 1
E in Ha: -582.93114
HOMO-LUMO gap in Ha: 0.29545
Energy relative to the best compared isomer or geometry (same formula, charge and spin) in kcal/mol: 57.5
SMILES string: O=C1CCNC1.c1cnnnn1
HOMO in eV: -8.80
LUMO in eV: -0.76
Max |F| in eV/A: 0.50

---

[3]
Formula: C6H9NO
Source: OMol25
Level of theory: ωB97M-V/def2-TZVPD

Geometry as XYZ:
```
17
C6H9NO | OMol25 | ωB97M-V/def2-TZVPD
C -0.53607 1.49241 0.04735
C -0.47056 -0.00920 -0.17188
C -1.49574 -0.81230 -0.26532
C -2.88266 -0.42399 -0.11336
N -3.97321 -0.06553 -0.12807
C 0.89995 -0.56766 -0.30475
C 1.71428 -0.40185 1.02933
O 1.71565 0.07510 -1.26860
H 0.28438 1.89930 -0.54827
H -0.35637 1.71909 1.11221
H -1.51875 1.82748 -0.27460
H -1.35568 -1.88055 -0.45136
H 0.84098 -1.65125 -0.51592
H 1.89096 0.65373 1.23981
H 2.64861 -0.92506 0.88420
H 1.17639 -0.85085 1.88560
H 1.41786 -0.07888 -2.15637
```

Summary:
Spin multiplicity: 1
E in Ha: -363.98759
HOMO-LUMO gap in Ha: 0.39317
Energy relative to the best compared isomer or geometry (same formula, charge and spin) in kcal/mol: 23.0
SMILES string: C/C(=C\C#N)[C@H](C)O
HOMO in eV: -10.15
LUMO in eV: 0.55
Max |F| in eV/A: 2.41

---

[4]
Formula: C6H9NO
Source: OMol25
Level of theory: ωB97M-V/def2-TZVPD

Geometry as XYZ:
```
17
C6H9NO | OMol25 | ωB97M-V/def2-TZVPD
C -0.46598 -0.56085 -0.65646
C 0.50110 -1.15721 0.31584
C 0.05956 -0.11828 1.31171
C 0.00046 0.78896 0.11040
C 1.41406 0.71050 -0.45533
C 1.78486 -0.55832 -0.24926
H -1.99292 -1.84289 -0.05769
H -2.56179 -0.49367 -0.91789
H -0.14454 -0.62486 -1.70327
H 0.49588 -2.22833 0.45681
H -0.93114 -0.35049 1.73199
H 0.72262 0.20296 2.10643
H -1.62482 1.73342 0.41516
H 1.92231 1.34890 -1.17805
H 2.80367 -0.94624 -0.39882
N -1.78362 -0.93324 -0.33885
O -0.74604 1.88814 -0.04301
```

Summary:
Spin multiplicity: 1
E in Ha: -363.91330
HOMO-LUMO gap in Ha: 0.33574
Energy relative to the best compared isomer or geometry (same formula, charge and spin) in kcal/mol: 69.6
HOMO in eV: -8.23
LUMO in eV: 0.90
Max |F| in eV/A: 4.21

---

[5]
Formula: C6H9NO
Source: OMol25
Level of theory: ωB97M-V/def2-TZVPD

Geometry as XYZ:
```
17
C6H9NO | OMol25 | ωB97M-V/def2-TZVPD
C 0.32849 1.72567 -0.84935
O 0.24296 1.71903 0.64942
C 0.17675 0.27828 0.74527
C 0.35410 -1.08030 1.64569
N 0.11195 -2.01564 0.36373
C -0.43403 -1.26676 -0.71832
C -0.09665 0.41478 -1.45713
C -1.01837 0.16323 -0.36389
H 1.42635 1.91357 -0.88260
H -0.09228 2.51945 -1.20962
H 1.12888 0.20145 0.23639
H -0.40208 -1.45283 2.45384
H 1.50996 -0.75927 2.06501
H 0.80272 -2.57051 0.07570
H -0.51951 -1.96823 -1.63487
H -0.44537 0.47399 -2.42717
H -1.99767 0.59022 -0.43173
```

Summary:
Spin multiplicity: 1
E in Ha: -363.68790
HOMO-LUMO gap in Ha: 0.32121
Energy relative to the best compared isomer or geometry (same formula, charge and spin) in kcal/mol: 211.1
SMILES string: C1O[C@H]2CN[C@@H]3[C@H]1[C@@H]32
HOMO in eV: -7.73
LUMO in eV: 1.01
Max |F| in eV/A: 8.31

---

[6]
Formula: C6H9NO
Source: OMol25
Level of theory: ωB97M-V/def2-TZVPD

Geometry as XYZ:
```
17
C6H9NO | OMol25 | ωB97M-V/def2-TZVPD
C 2.13942 -0.82618 0.00925
C 1.28007 0.36101 -0.01059
C 0.11472 0.54625 0.95543
C 0.06897 0.55970 -0.94967
C -0.78170 -0.71446 -0.73956
C -0.75157 -0.67568 0.72247
H 1.61677 -1.76896 -0.07155
H 2.82451 -0.78794 -0.81552
H 2.72073 -0.77994 0.92372
H 1.81325 1.25699 -0.10656
H 0.23199 0.88874 1.98914
H 0.30875 0.97838 -1.89376
H -0.62888 -1.50354 -1.46198
H -2.65004 -1.18041 0.01129
H -0.72281 -1.59253 1.36418
N -1.98992 -0.43352 0.01201
O -0.50053 1.50250 0.00662
```

Summary:
Spin multiplicity: 1
E in Ha: -363.89614
HOMO-LUMO gap in Ha: 0.36140
Energy relative to the best compared isomer or geometry (same formula, charge and spin) in kcal/mol: 80.4
HOMO in eV: -8.84
LUMO in eV: 1.00
Max |F| in eV/A: 3.14

---

[7]
Formula: C6H9NO
Source: OMol25
Level of theory: ωB97M-V/def2-TZVPD

Geometry as XYZ:
```
17
C6H9NO | OMol25 | ωB97M-V/def2-TZVPD
C -0.43842 -0.81332 1.33649
C -0.52511 -0.44543 -0.20515
C 0.56552 -1.08439 -0.99303
O 1.87114 -0.63446 -0.28849
N 2.00279 0.61763 0.29912
C 1.03637 1.40837 0.36458
C -0.06303 1.10224 -0.62613
C -1.48277 0.63403 -0.48427
H -0.47175 0.24544 1.94079
H -1.34806 -1.49439 1.65571
H 0.53417 -1.34109 1.54119
H 0.70522 -2.18393 -0.75000
H 0.51191 -0.96572 -2.02797
H 1.12984 2.46805 0.82621
H 0.44413 1.12523 -1.64819
H -2.24766 0.43089 -1.27875
H -2.22430 0.93082 0.33789
```

Summary:
Spin multiplicity: 1
E in Ha: -363.80295
HOMO-LUMO gap in Ha: 0.35553
Energy relative to the best compared isomer or geometry (same formula, charge and spin) in kcal/mol: 138.9
SMILES string: C[C@]12CON=C[C@@H]1C2
HOMO in eV: -8.84
LUMO in eV: 0.84
Max |F| in eV/A: 4.03

---

[8]
Formula: C6H9NO
Source: OMol25
Level of theory: ωB97M-V/def2-TZVPD

Geometry as XYZ:
```
17
C6H9NO | OMol25 | ωB97M-V/def2-TZVPD
C -2.20888 -0.83360 -0.05495
C -1.27243 0.37064 0.14557
C -0.12076 0.72578 -0.87972
C 0.02921 0.40010 0.98667
C 0.79885 -0.81344 0.62423
C 0.66338 -0.62389 -0.80100
H -3.05628 -0.65562 0.76833
H -2.62366 -0.50124 -1.06657
H -1.62790 -1.83801 0.04392
H -1.73591 1.26275 0.21065
H -0.28157 1.46881 -1.77064
H 0.29315 0.53146 2.12256
H 0.84492 -1.78133 1.15316
H 2.63985 -1.27972 -0.18078
H 0.46076 -1.46116 -1.53294
N 1.96237 -0.40594 -0.11926
O 0.50173 1.46777 0.12030
```

Summary:
Spin multiplicity: 1
E in Ha: -363.84107
HOMO-LUMO gap in Ha: 0.36693
Energy relative to the best compared isomer or geometry (same formula, charge and spin) in kcal/mol: 114.9
HOMO in eV: -9.06
LUMO in eV: 0.93
Max |F| in eV/A: 5.07

---

[9]
Formula: C6H9NO
Source: OMol25
Level of theory: ωB97M-V/def2-TZVPD

Geometry as XYZ:
```
17
C6H9NO | OMol25 | ωB97M-V/def2-TZVPD
C 1.53170 -0.69621 -0.29038
N 1.37205 0.75137 -0.32120
C 0.28380 1.31632 0.39460
C -0.97874 1.24253 -0.59214
C -1.50582 -0.09408 -0.00592
O -0.99498 -1.36516 -0.43545
C 0.27362 -1.29601 0.26593
C -0.30520 0.10109 1.06565
H 2.14637 -1.16100 -1.23295
H 2.51938 -0.71789 0.28900
H 2.24592 1.11143 -0.05543
H 0.49322 2.31848 0.70151
H -1.80459 1.95833 -0.58502
H -0.55837 0.97876 -1.62685
H -2.66543 -0.20101 0.17819
H 0.43249 -2.16542 0.82885
H -0.24963 0.09813 2.20821
```

Summary:
Spin multiplicity: 1
E in Ha: -363.85030
HOMO-LUMO gap in Ha: 0.33330
Energy relative to the best compared isomer or geometry (same formula, charge and spin) in kcal/mol: 109.1
SMILES string: C1N[C@H]2C[C@H]3O[C@@H]1[C@@H]23
HOMO in eV: -8.17
LUMO in eV: 0.90
Max |F| in eV/A: 4.26

---

[10]
Formula: C6H9NO
Source: OMol25
Level of theory: ωB97M-V/def2-TZVPD

Geometry as XYZ:
```
17
C6H9NO | OMol25 | ωB97M-V/def2-TZVPD
O -2.19338 1.23524 0.18225
C -0.84673 0.56848 0.03773
C 0.46806 1.27691 -0.06562
N 1.31237 0.22185 0.04056
C 0.83174 -0.49833 1.21066
C -0.66486 -0.71857 0.75405
C -0.53776 -0.79135 -0.74837
C 0.93054 -0.59613 -1.05850
H -2.76792 0.43469 -0.30429
H 0.39571 1.73094 0.81545
H 0.71153 1.84575 -0.94293
H 1.40296 -1.44555 1.35070
H 1.09235 0.32215 1.95954
H -1.32015 -1.08124 1.46416
H -1.42694 -1.05154 -1.48425
H 1.48604 -1.45352 -1.20733
H 1.12645 0.00022 -2.00380
```

Summary:
Spin multiplicity: 1
E in Ha: -363.86998
HOMO-LUMO gap in Ha: 0.35961
Energy relative to the best compared isomer or geometry (same formula, charge and spin) in kcal/mol: 96.8
SMILES string: O[C@@]12CN3C[C@@H]1[C@@H]2C3
HOMO in eV: -8.95
LUMO in eV: 0.83
Max |F| in eV/A: 5.49